1.
Below is a 3-piece molecular cluster, C5H14NO2 overall, with properties calculated with the ωB97M-V functional and the def2-TZVPD basis.

```
! wB97M-V def2-TZVPD RIJCOSX def2/J DEFGRID3
* xyz 1 1
C -1.426 -2.077 0.320
C 0.113 -2.226 0.493
C 0.900 -1.001 0.202
C 1.883 -0.790 -0.642
C 0.671 0.203 2.256
N 0.413 0.161 1.027
H -1.538 -1.534 -0.614
H -1.842 -3.070 0.190
H -1.910 -1.482 1.093
H 0.271 -2.555 1.527
H 0.451 -3.047 -0.140
H 2.434 -1.577 -1.135
H 2.304 0.208 -0.714
H 0.355 0.964 2.964
H 1.419 -0.400 2.763
H 0.003 0.886 0.443
H -2.140 3.584 -0.567
H -3.153 2.353 -0.797
O -2.267 2.645 -0.545
H -0.191 1.916 -2.005
H 0.859 2.468 -2.944
O 0.700 1.746 -2.311
*
```

Values from the calculation:
**Orbital gap**: 9.3 eV
**HOMO**: -14.19 eV

2.
Below is a 2-piece molecular cluster, C5H14NO2 overall, with properties calculated with the ωB97M-V functional and the def2-TZVPD basis.

```
! wB97M-V def2-TZVPD RIJCOSX def2/J DEFGRID3
* xyz 1 1
C 2.542 0.039 0.653
O 1.498 -0.149 1.632
C 2.072 -0.557 -0.666
C 0.957 0.132 -1.450
C -0.326 0.351 -0.697
C -1.452 0.649 -1.299
N -2.645 0.937 -0.433
H 2.588 1.120 0.665
H 3.456 -0.478 0.934
H 1.447 -1.046 1.960
H 2.910 -0.568 -1.364
H 1.960 -1.625 -0.458
H 1.339 1.084 -1.824
H 0.823 -0.478 -2.311
H -0.222 0.230 0.379
H -1.618 0.826 -2.349
H -3.388 1.483 -0.869
H -2.383 1.614 0.280
H -2.835 0.103 0.131
H -1.702 -1.718 2.254
H -2.791 -1.009 2.804
O -2.231 -0.941 2.026
*
```

Values from the calculation:
**Orbital gap**: 10.2 eV
**HOMO**: -13.37 eV

3.
Below is a 2-piece molecular cluster, C5H14NO2 overall, with properties calculated with the ωB97M-V functional and the def2-TZVPD basis.

```
! wB97M-V def2-TZVPD RIJCOSX def2/J DEFGRID3
* xyz 1 1
O 2.280 -1.942 0.008
C 1.557 -0.995 -0.169
C 0.292 -1.088 -0.962
C -0.904 -0.824 -0.003
C -0.728 0.433 0.875
C -1.171 1.713 0.162
N 0.290 -2.426 -1.682
H 1.787 0.002 0.225
H 0.347 -0.155 -1.556
H -0.959 -1.637 0.739
H -1.849 -0.770 -0.494
H -1.371 0.279 1.768
H 0.205 0.501 1.412
H -1.996 1.469 -0.531
H -0.450 2.161 -0.497
H -1.463 2.500 0.841
H -0.294 -3.009 -1.045
H -0.232 -2.452 -2.581
H 1.264 -2.756 -1.785
H 0.414 3.090 1.456
H 1.714 3.239 2.226
O 1.267 2.667 1.595
*
```

Values from the calculation:
**Orbital gap**: 10.9 eV
**HOMO**: -14.45 eV

Least stable structure: 1

1.
Below is a 2-piece molecular cluster, H5N3 overall, with properties calculated with the ωB97M-V functional and the def2-TZVPD basis.

```
! wB97M-V def2-TZVPD RIJCOSX def2/J DEFGRID3
* xyz 0 1
N -0.498 -0.896 -0.467
N -0.128 1.158 0.172
N 0.439 0.102 -0.340
H -1.265 -0.889 0.141
H -0.027 -1.650 -0.960
H 0.440 1.998 0.275
H -0.921 1.003 0.759
H 1.960 -0.826 0.420
*
```

Values from the calculation:
**Orbital gap (spin up / spin down)**: 7.5 / 9.1 eV
**HOMO (spin up / spin down)**: -6.77 / -8.02 eV

2.
Below is a 3-piece molecular cluster, H5N3 overall, with properties calculated with the ωB97M-V functional and the def2-TZVPD basis.

```
! wB97M-V def2-TZVPD RIJCOSX def2/J DEFGRID3
* xyz 0 1
N 1.655 -0.440 -0.670
N -0.511 -0.153 -0.508
N 0.639 -0.502 0.034
H -1.576 0.939 1.531
H 2.493 -0.635 -0.240
H -1.449 -0.657 -0.321
H -0.429 0.112 -1.557
H -0.821 1.336 1.731
*
```

Values from the calculation:
**Orbital gap**: 10.4 eV
**HOMO**: -9.21 eV

Least stable structure: 1

1.
Below is a 2-piece molecular cluster, HN2O3P overall, with properties calculated with the ωB97M-V functional and the def2-TZVPD basis.

```
! wB97M-V def2-TZVPD RIJCOSX def2/J DEFGRID3
* xyz 0 1
N 3.944 -0.768 -0.500
N 0.540 1.705 1.056
O -0.422 1.668 2.005
O 4.448 -1.861 -0.647
O 0.758 0.734 0.461
P 3.246 0.538 -0.453
H -0.777 0.856 2.399
*
```

Values from the calculation:
**Orbital gap**: 9.0 eV
**SMILES**: [O-][N+]#P.O=NO
**HOMO**: -9.30 eV

2.
Below is one molecule with the formula HN2O3P, with properties calculated with the ωB97M-V functional and the def2-TZVPD basis.

```
! wB97M-V def2-TZVPD RIJCOSX def2/J DEFGRID3
* xyz 0 1
N 1.106 -1.862 -0.204
N 1.003 0.492 -1.529
O 1.825 -0.138 -2.152
O 0.860 -2.586 0.668
O 0.224 1.316 -1.963
P 0.996 0.249 0.236
H -0.397 0.365 0.338
*
```

Values from the calculation:
**Orbital gap (spin up / spin down)**: 8.2 / 8.2 eV
**SMILES**: O=NP[N+](=O)[O-]
**HOMO (spin up / spin down)**: -9.30 / -9.29 eV

Least stable structure: 2

1.
Below is an isolated ion of composition C5H6NO and charge +1, with properties calculated with the ωB97M-V functional and the def2-TZVPD basis.

```
! wB97M-V def2-TZVPD RIJCOSX def2/J DEFGRID3
* xyz 1 1
C 1.740 -0.985 -0.067
C 0.695 -1.785 0.302
C 0.165 0.870 -0.333
C -1.998 -0.176 0.590
C 1.542 0.356 -0.299
N -0.727 -0.219 -0.016
O -1.857 -0.436 -0.765
H 2.738 -1.414 -0.073
H 0.061 1.714 0.366
H -0.052 1.265 -1.342
H -2.262 -1.021 1.221
H -2.417 0.793 0.858
H 2.373 1.039 -0.442
*
```

Values from the calculation:
**Orbital gap**: 8.1 eV
**HOMO**: -14.98 eV

2.
Below is an isolated ion of composition C5H6NO and charge +1, with properties calculated with the ωB97M-V functional and the def2-TZVPD basis.

```
! wB97M-V def2-TZVPD RIJCOSX def2/J DEFGRID3
* xyz 1 1
C 0.173 1.250 -0.483
C -1.108 1.029 0.016
C -0.178 -1.163 0.528
C 1.384 0.533 -0.471
C 1.357 -0.759 -0.029
N -1.470 -0.197 0.603
O -2.544 -0.592 0.984
H 0.415 2.288 -0.742
H -1.799 1.748 -0.358
H -0.252 -1.724 1.453
H -0.264 -1.953 -0.149
H 2.104 0.948 -1.094
H 2.181 -1.408 -0.259
*
```

Values from the calculation:
**Orbital gap (spin up / spin down)**: 7.9 / 7.9 eV
**SMILES**: O=[N+]1C=CC=CC1
**HOMO (spin up / spin down)**: -14.93 / -14.93 eV

Least stable structure: 1

1.
Below is one molecule with the formula C2H4S, with properties calculated with the ωB97M-V functional and the def2-TZVPD basis.

```
! wB97M-V def2-TZVPD RIJCOSX def2/J DEFGRID3
* xyz 0 1
C -0.054 0.552 0.205
C 0.201 -0.789 -0.179
H 0.729 1.371 -0.102
H -0.273 0.691 1.352
H -1.037 0.654 -0.221
H 1.280 -0.849 -0.142
S -0.847 -1.630 -0.913
*
```

Values from the calculation:
**Orbital gap**: 8.7 eV
**SMILES**: CC=S
**HOMO**: -8.78 eV

2.
Below is one molecule with the formula C2H4S, with properties calculated with the ωB97M-V functional and the def2-TZVPD basis.

```
! wB97M-V def2-TZVPD RIJCOSX def2/J DEFGRID3
* xyz 0 1
C 0.211 0.611 -0.072
C -0.307 -0.777 -0.081
H -0.500 1.288 -0.570
H 1.236 0.651 -0.650
H 0.542 1.029 0.963
H -0.865 -1.120 -0.899
S -0.317 -1.682 1.308
*
```

Values from the calculation:
**Orbital gap**: 8.4 eV
**SMILES**: CC=S
**HOMO**: -8.73 eV

3.
Below is C2H4S as an isolated structure, with properties calculated with the ωB97M-V functional and the def2-TZVPD basis.

```
! wB97M-V def2-TZVPD RIJCOSX def2/J DEFGRID3
* xyz 0 1
C -0.762 -0.165 0.332
C 0.674 0.083 -0.195
S -1.992 0.521 -0.473
H -1.099 -1.027 1.383
H 1.506 0.152 0.621
H 0.642 1.041 -0.772
H 1.031 -0.606 -0.896
*
```

Values from the calculation:
**Orbital gap**: 8.5 eV
**HOMO**: -8.74 eV

Least stable structure: 3

1.
Below is one molecule with the formula C10H8O, with properties calculated with the ωB97M-V functional and the def2-TZVPD basis.

```
! wB97M-V def2-TZVPD RIJCOSX def2/J DEFGRID3
* xyz 0 1
C 3.060 -0.054 -0.067
C 2.436 1.061 -0.459
C 1.029 1.066 -0.427
C 0.249 -0.065 -0.014
C 0.962 -1.128 0.351
C 2.313 -1.202 0.319
C -1.176 -0.070 -0.035
C -2.057 0.712 0.786
C -3.354 0.372 0.412
C -3.201 -0.557 -0.590
H 4.358 -0.260 -0.107
H 3.075 1.877 -0.778
H 0.607 1.964 -0.692
H 0.270 -1.972 0.611
H 3.126 -2.141 0.656
H -1.694 1.466 1.546
H -4.269 0.870 0.744
H -3.899 -1.199 -1.388
O -1.832 -0.741 -0.867
*
```

Values from the calculation:
**Orbital gap**: 9.2 eV
**SMILES**: c1ccc(-c2ccco2)cc1
**HOMO**: -8.26 eV

2.
Below is one molecule with the formula C10H8O, with properties calculated with the ωB97M-V functional and the def2-TZVPD basis.

```
! wB97M-V def2-TZVPD RIJCOSX def2/J DEFGRID3
* xyz 0 1
C -0.812 2.903 -0.793
C -1.165 2.425 0.443
C -0.824 1.133 0.780
C -0.117 0.323 -0.103
C 0.291 0.812 -1.395
C -0.083 2.083 -1.648
C 0.351 -1.052 0.320
C 0.425 -2.234 -0.350
C 0.950 -3.227 0.568
C 1.055 -2.596 1.695
H -1.177 3.823 -1.022
H -1.694 2.989 1.000
H -1.098 0.810 1.765
H 0.768 0.039 -2.086
H -0.008 2.462 -2.649
H 0.054 -2.398 -1.545
H 1.039 -4.366 0.505
H 1.304 -2.726 2.868
O 0.740 -1.202 1.647
*
```

Values from the calculation:
**Orbital gap**: 9.4 eV
**SMILES**: c1ccc(-c2ccco2)cc1
**HOMO**: -8.35 eV

Least stable structure: 1

1.
Below is one molecule with the formula CH4N6O, with properties calculated with the ωB97M-V functional and the def2-TZVPD basis.

```
! wB97M-V def2-TZVPD RIJCOSX def2/J DEFGRID3
* xyz 0 1
C 0.596 -0.297 -0.188
H -1.536 2.035 -0.347
H -1.348 1.245 1.071
H -2.303 -0.923 -0.617
H 3.546 0.346 0.212
N -0.823 1.524 0.239
N -0.674 0.279 -0.495
N -1.565 -0.703 0.018
N -0.800 -1.875 0.147
N 0.407 -1.623 0.043
N 1.687 0.381 -0.083
O 2.814 -0.388 -0.001
*
```

Values from the calculation:
**Orbital gap**: 8.6 eV
**SMILES**: Nn1[nH]nn/c1=N\O
**HOMO**: -8.69 eV

2.
Below is CH4N6O as an isolated structure, with properties calculated with the ωB97M-V functional and the def2-TZVPD basis.

```
! wB97M-V def2-TZVPD RIJCOSX def2/J DEFGRID3
* xyz 0 1
C -0.070 -0.540 0.008
H 1.417 -0.784 2.181
H 0.427 1.011 2.589
H -1.178 -0.347 -2.853
H -1.409 -1.897 -0.129
N 1.260 0.323 1.878
N 0.820 0.437 0.566
N 0.830 1.571 -0.148
N 0.150 1.502 -1.154
N -0.144 0.062 -1.409
N -0.757 -1.436 0.541
O -1.346 0.096 -2.070
*
```

Values from the calculation:
**Orbital gap**: 9.7 eV
**HOMO**: -9.15 eV

Least stable structure: 2

1.
Below is one molecule with the formula C3H2N2S2, with properties calculated with the ωB97M-V functional and the def2-TZVPD basis.

```
! wB97M-V def2-TZVPD RIJCOSX def2/J DEFGRID3
* xyz 0 1
C 0.952 -1.056 0.357
C 1.208 -0.117 -0.841
C -0.549 1.171 0.002
N 0.065 -0.876 1.224
N 0.395 0.942 -0.813
S -1.927 0.525 0.541
S -3.520 1.774 0.782
H 1.489 -1.930 0.397
H 1.888 -0.433 -1.648
*
```

Values from the calculation:
**Orbital gap (spin up / spin down)**: 6.5 / 6.1 eV
**HOMO (spin up / spin down)**: -8.75 / -8.22 eV

2.
Below is C3H2N2S2 as an isolated structure, with properties calculated with the ωB97M-V functional and the def2-TZVPD basis.

```
! wB97M-V def2-TZVPD RIJCOSX def2/J DEFGRID3
* xyz 0 1
C 1.390 0.672 0.119
C 0.735 -0.585 0.090
C -1.206 0.713 -0.300
N 0.804 1.784 0.154
N -0.597 -0.445 -0.090
S -2.886 0.310 -0.006
S -1.913 -1.547 0.062
H 2.478 0.640 0.037
H 1.194 -1.542 -0.067
*
```

Values from the calculation:
**Orbital gap (spin up / spin down)**: 7.1 / 6.7 eV
**HOMO (spin up / spin down)**: -7.94 / -7.86 eV

Least stable structure: 1